{"formula": "C19H40F3GaN2O4P", "method": "ωB97M-V with the def2-TZVPD basis set", "energy_ha": -3724.12983, "de_lowest_kcal_mol": 0.0, "gap_ev": 6.47, "charge": -1, "homo_energy_ev": -4.4, "species": ["C", "O", "C", "C", "C", "C", "C", "C", "C", "C", "Ga", "C", "C", "C", "F", "C", "F", "F", "P", "O", "H", "H", "H", "H", "H", "H", "H", "H", "H", "H", "H", "H", "H", "H", "H", "H", "H", "H", "H", "H", "H", "H", "H", "H", "H", "H", "C", "C", "O", "N", "C", "H", "H", "H", "H", "H", "H", "H", "C", "C", "O", "N", "C", "H", "H", "H", "H", "H", "H", "H"], "coordinates": [[2.49, -3.10, -0.77], [2.32, -2.49, 0.48], [2.43, -1.06, 0.46], [1.22, -0.42, 1.13], [0.51, 0.67, 0.30], [0.32, 0.42, -1.21], [-1.15, 0.38, -1.66], [-1.31, -0.05, -3.12], [-0.98, -1.50, -3.46], [-2.24, -2.40, -3.60], [-2.89, -3.46, -1.98], [-4.92, -3.20, -1.85], [-5.53, -3.27, -0.41], [-6.15, -1.96, -0.10], [-7.33, -1.72, -0.71], [-5.63, -0.98, 0.64], [-5.97, 0.30, 0.52], [-4.74, -1.14, 1.59], [-1.80, -2.91, 0.05], [-1.63, -4.05, 1.03], [1.61, -2.99, -1.41], [2.62, -4.17, -0.60], [3.39, -2.74, -1.29], [2.58, -0.71, -0.56], [3.34, -0.82, 1.02], [0.54, -1.20, 1.48], [1.58, 0.07, 2.03], [1.00, 1.62, 0.48], [-0.50, 0.78, 0.72], [0.74, 1.28, -1.74], [0.80, -0.49, -1.56], [-1.49, 1.43, -1.61], [-1.79, -0.19, -0.97], [-2.32, 0.16, -3.46], [-0.65, 0.62, -3.69], [-0.46, -1.51, -4.43], [-0.27, -1.95, -2.76], [-2.01, -3.16, -4.35], [-3.06, -1.78, -3.96], [-2.60, -5.03, -2.21], [-5.37, -3.97, -2.49], [-5.15, -2.23, -2.31], [-6.29, -4.05, -0.37], [-4.77, -3.50, 0.33], [-0.54, -2.34, -0.26], [-2.42, -1.81, 0.71], [3.47, -0.83, 5.84], [3.45, -0.07, 4.53], [3.10, -0.60, 3.49], [3.83, 1.23, 4.55], [4.28, 2.02, 5.68], [3.13, -1.84, 5.66], [4.48, -0.86, 6.26], [2.80, -0.36, 6.57], [3.79, 1.68, 3.65], [3.62, 2.88, 5.83], [5.29, 2.39, 5.52], [4.27, 1.42, 6.59], [0.23, 5.37, -0.81], [1.53, 4.61, -0.66], [1.70, 3.79, 0.23], [2.51, 4.87, -1.56], [2.48, 5.80, -2.67], [-0.45, 5.04, -0.02], [0.39, 6.44, -0.71], [-0.23, 5.16, -1.77], [3.35, 4.33, -1.41], [2.64, 5.27, -3.61], [3.27, 6.55, -2.57], [1.53, 6.31, -2.72]]}